This record from the OMol25 dataset describes one molecule with the formula C3H5N5O at a distorted geometry. The level of theory is the ωB97M-V functional and the def2-TZVPD basis.

Atoms and positions in Å:
C: -2.599 1.193 -0.088
C: -0.687 0.242 0.027
C: 1.287 -1.239 -0.105
N: -2.781 -0.107 -0.191
N: -1.541 -0.734 -0.165
N: 1.401 1.296 -0.061
N: -1.231 1.452 0.115
N: 0.803 0.168 -0.121
O: 2.612 1.350 -0.102
H: -3.468 1.793 -0.134
H: 1.484 -1.542 -1.133
H: 2.149 -1.125 0.379
H: 0.534 -1.790 0.327
H: -0.884 2.362 0.002

Computed properties:
HOMO energy   -9.7 eV
LUMO level   0.6128 eV
Multiplicity   1
ΔE to the lowest compared entry with this formula, charge and spin   65.44 kcal per mole
SMILES   CN(N=O)c1nnc[nH]1
HOMO-LUMO gap   10.27 eV